1.
Density functional theory data (ωB97M-V/def2-TZVPD) for a cluster of 2 separate species, C5H13NO2 in total in a non-equilibrium geometry.

Structure (XYZ):
```
21
Properties=species:S:1:pos:R:3:mulliken_charge:R:1
O 0.3873 0.4384 -1.0497 -0.67
C 0.0801 -0.3345 -0.1427 0.54
N -0.7768 -1.3985 -0.3134 0.11
C -1.1720 -2.3595 0.7436 -0.86
C -1.3504 -1.5136 -1.6418 -0.96
C 1.1534 1.2579 1.3728 -1.29
C 0.6212 -0.1094 1.2030 -0.17
H -0.3641 -3.0550 1.0271 0.26
H -2.0565 -2.9490 0.4491 0.35
H -1.4339 -1.7474 1.6230 0.31
H -1.7708 -2.5260 -1.7639 0.34
H -0.6875 -1.3023 -2.4976 0.29
H -2.1788 -0.7853 -1.6503 0.31
H 1.2094 1.3731 2.4683 0.39
H 0.4300 1.9912 0.9785 0.27
H 2.1459 1.4777 0.9447 0.29
H 1.3210 -0.9017 1.5315 0.29
H -0.2424 -0.1146 1.8957 0.20
O 1.6399 3.9871 -2.0654 -0.63
H 2.2515 4.1594 -1.3140 0.31
H 0.7934 4.4120 -1.7986 0.31
```

The LUMO energy comes out at 0.7925 eV. The value obtained for the energy above the lowest of the compared OMol25 structures with the same formula, charge and spin is 29.4 kcal per mole. As for the HOMO energy: -9.056 eV. The SMILES is CCC(=O)N(C)C.O. Its HOMO-LUMO gap is 9.849 eV.

***

2.
Density functional theory data (ωB97M-V/def2-TZVPD) for a cluster of 5 separate species, C28H41N3O11S3 in total in a non-equilibrium geometry.

Structure (XYZ):
```
86
Properties=species:S:1:pos:R:3:mulliken_charge:R:1
O 0.4759 -6.9644 1.6320 -0.52
C 0.5993 -5.8127 1.3861 0.04
O 1.3154 -4.9427 2.2049 -0.33
C 1.4031 -3.7289 1.5900 0.23
O 2.0080 -2.7997 2.0169 -0.42
C 0.5953 -3.8012 0.3235 0.58
N 0.5103 -2.6867 -0.5112 -0.15
C -0.5628 -2.2572 -0.9161 0.48
S -1.8410 -1.7768 -1.6375 -0.27
C 0.1044 -5.0332 0.2186 0.38
C -0.7670 -5.6461 -0.8199 -0.85
C 0.0220 -6.6143 -1.7378 -1.22
C 1.0772 -5.9054 -2.5774 -0.31
S 0.3347 -4.5732 -3.5681 -0.09
C 1.6850 -3.4706 -3.7896 -0.12
S 1.4923 -1.8867 -3.9158 0.03
N 2.9676 -4.0963 -3.8540 0.27
C 3.8852 -4.1330 -2.8350 -0.24
C 4.9400 -4.8429 -3.3408 -0.60
N 4.6962 -5.2120 -4.6279 -0.67
C 3.5053 -4.7560 -4.9197 -0.10
H -1.2938 -4.8953 -1.4031 0.41
H -1.5260 -6.2500 -0.3161 0.39
H 0.4951 -7.3613 -1.1001 0.50
H -0.7171 -7.1327 -2.3507 0.40
H 1.5965 -6.6263 -3.2075 0.56
H 1.8142 -5.4530 -1.9154 0.20
H 3.7286 -3.6895 -1.8676 0.59
H 5.8432 -5.0738 -2.7997 0.40
H 2.9720 -4.8621 -5.8496 0.41
O 0.3632 0.9186 -5.8805 -0.57
C -0.2906 1.5747 -5.1157 0.80
O -0.5694 1.0604 -3.9052 -0.20
C -1.1745 1.8060 -2.8398 -0.37
C -2.6828 1.8494 -2.9332 -0.89
C -0.8595 2.9194 -5.5043 -1.09
H -0.7375 2.8033 -2.7776 0.34
H -0.8788 1.2814 -1.9332 0.28
H -3.0208 2.3586 -3.8372 0.31
H -3.0827 2.3732 -2.0660 0.27
H -3.0942 0.8393 -2.9571 0.22
H -1.7792 2.7570 -6.0650 0.26
H -0.1385 3.4164 -6.1486 0.33
H -1.0662 3.5773 -4.6641 0.30
O -2.5332 2.6926 0.3754 -0.57
C -1.7898 3.5727 0.7252 0.74
O -0.6305 3.7202 0.0512 -0.36
C 0.2690 4.8125 0.2711 -0.44
C 1.2085 4.5486 1.4285 -0.89
C -2.0876 4.4401 1.9209 -0.94
H -0.2828 5.7458 0.3896 0.41
H 0.8378 4.8970 -0.6537 0.37
H 0.6666 4.4389 2.3683 0.27
H 1.9187 5.3687 1.5349 0.39
H 1.7627 3.6253 1.2580 0.17
H -1.7947 3.9031 2.8225 0.23
H -3.1548 4.6229 1.9578 0.26
H -1.5917 5.4075 1.9077 0.36
O -4.5564 4.9826 3.6727 -0.54
C -5.1341 4.1224 4.2818 0.70
O -5.5350 4.3806 5.5394 -0.35
C -6.3603 3.4889 6.2953 -0.43
C -5.5498 2.4127 6.9869 -0.93
C -5.3448 2.7470 3.6918 -0.97
H -7.1508 3.0735 5.6689 0.38
H -6.8462 4.1206 7.0368 0.30
H -5.0339 1.7737 6.2700 0.27
H -6.1970 1.7862 7.6010 0.34
H -4.7922 2.8663 7.6258 0.30
H -4.4334 2.1665 3.8319 0.24
H -5.5233 2.8589 2.6253 0.32
H -6.1835 2.2003 4.1148 0.37
O 5.5642 2.3540 -0.7458 -0.58
C 5.2718 1.4920 0.0366 0.71
O 4.0901 0.8616 -0.1023 -0.37
C 3.7109 -0.2742 0.6848 -0.12
C 3.1117 0.1338 2.0118 -0.80
C 6.1643 1.1534 1.2101 -0.92
H 4.5516 -0.9600 0.8029 0.30
H 2.9625 -0.7942 0.0882 0.12
H 3.8263 0.6805 2.6296 0.32
H 2.7780 -0.7379 2.5633 0.31
H 2.2580 0.7924 1.8441 0.16
H 5.9741 1.8705 2.0075 0.25
H 7.1972 1.2545 0.8866 0.31
H 6.0340 0.1470 1.5990 0.31
```

The LUMO energy comes out at -1.1964 eV. As for the HOMO energy: -8.881 eV. Its HOMO-LUMO gap is 7.684 eV.

***

3.
Density functional theory data (ωB97M-V/def2-TZVPD) for a cluster of 2 separate species, C5H11NO in total.

Structure (XYZ):
```
18
Properties=species:S:1:pos:R:3:mulliken_charge:R:1
C 0.3999 -1.3900 -1.3651 -0.94
C -0.5960 -0.3216 -1.0603 0.08
C -2.0788 -0.3300 -1.0031 -0.59
N -1.1853 -0.0697 0.1115 0.12
C -1.2284 0.0832 1.3967 -0.53
C 1.6273 1.5708 0.7301 -0.54
O 1.8836 0.3881 1.4726 -0.50
H 1.3778 -1.1500 -0.9321 0.15
H 0.5393 -1.4713 -2.4472 0.31
H 0.1007 -2.3824 -0.9858 0.32
H 0.9831 1.3812 -0.1403 0.20
H -2.6612 -1.2514 -0.8665 0.27
H -2.6495 0.5127 -1.3964 0.22
H -2.1760 0.3500 1.8481 0.24
H -0.3020 0.0238 1.9564 0.36
H 2.5570 2.0506 0.3948 0.31
H 1.1088 2.2562 1.4048 0.24
H 2.2997 -0.2504 0.8819 0.28
```

The LUMO energy comes out at 0.8870 eV. The value obtained for the energy above the lowest of the compared OMol25 structures with the same formula, charge and spin is 114.1 kcal per mole. As for the HOMO energy: -7.107 eV. Its HOMO-LUMO gap is 7.994 eV.

***

4.
Density functional theory data (ωB97M-V/def2-TZVPD) for a structure of composition C4H8N2 in a non-equilibrium geometry.

Structure (XYZ):
```
14
Properties=species:S:1:pos:R:3:mulliken_charge:R:1
C 1.6769 -0.2279 0.2273 -0.80
N 0.2154 -0.2361 0.3628 -0.17
C -0.5531 0.7330 -0.4395 -0.77
C -1.3267 -1.1474 -0.2187 -0.54
C -0.5282 2.0794 0.0418 0.34
N -0.5819 3.1434 0.5162 -0.50
H 1.9404 -0.5799 -0.7741 0.25
H 2.1434 -0.8809 0.9709 0.31
H 2.0350 0.8048 0.3453 0.31
H -0.0577 -0.1574 1.3355 0.35
H -0.3393 0.6326 -1.4990 0.34
H -1.2746 -1.3143 -1.2896 0.33
H -1.0448 -2.0555 0.3245 0.28
H -2.3049 -0.7938 0.0965 0.27
```

The LUMO energy comes out at 0.3500 eV. The value obtained for the energy above the lowest of the compared OMol25 structures with the same formula, charge and spin is 115.0 kcal per mole. As for the HOMO energy: -7.343 eV. Its HOMO-LUMO gap is 7.693 eV.

***

5.
Density functional theory data (ωB97M-V/def2-TZVPD) for the molecule C6H10S2 in a non-equilibrium geometry.

Structure (XYZ):
```
18
Properties=species:S:1:pos:R:3:mulliken_charge:R:1
C 0.3259 -0.3243 -0.2930 0.15
C -0.6279 0.4258 0.2875 1.02
C 1.8882 0.0679 -0.0068 -0.03
C 0.2284 -1.5659 -1.1612 -1.38
C -2.1067 0.0275 -0.0057 -1.49
C -0.6406 1.6709 1.1029 -1.22
S 2.6058 1.4104 -0.4863 -0.20
S 2.8573 -1.1582 0.7987 -0.19
H 0.8588 -1.5952 -1.9850 0.36
H -0.8415 -1.6718 -1.5136 0.32
H 0.5548 -2.3061 -0.3902 0.38
H -2.2701 0.5658 -0.8844 0.39
H -2.1178 -1.1010 -0.0866 0.38
H -2.7830 0.5698 0.7878 0.35
H -0.7111 1.3318 2.0582 0.38
H -1.5075 2.3334 0.7098 0.33
H 0.3320 2.2442 1.0469 0.27
H 3.9547 -0.9252 0.0211 0.17
```

The LUMO energy comes out at -0.2640 eV. The value obtained for the energy above the lowest of the compared OMol25 structures with the same formula, charge and spin is 47.4 kcal per mole. As for the HOMO energy: -8.374 eV. The SMILES is CC(C)=C(C)C(=S)S. Its HOMO-LUMO gap is 8.110 eV.

***

6.
Density functional theory data (ωB97M-V/def2-TZVPD) for a structure of composition C35H58EuOP2 in a non-equilibrium geometry.

Structure (XYZ):
```
97
Properties=species:S:1:pos:R:3:mulliken_spin:R:1
Eu 1.3870 0.4409 -0.9519 5.00
C -1.8588 -1.8332 1.9567 0.13
C -1.4083 -2.8058 1.0180 0.18
C 0.2768 -2.4750 2.5401 0.21
C -0.8531 -1.6969 2.9518 0.30
C -0.0415 -3.0791 1.2955 -0.01
C -3.1361 -1.0881 1.9607 -0.01
H -3.6235 -1.1063 0.9776 0.00
H -2.9540 -0.0288 2.2075 0.00
H -3.8516 -1.4842 2.7007 0.00
C -1.0070 -0.9134 4.1946 -0.01
H -2.0657 -0.8806 4.5055 0.01
H -0.6940 0.1370 4.0604 0.02
H -0.4271 -1.3467 5.0235 0.00
C 1.5877 -2.5976 3.1754 0.02
H 1.5428 -2.4824 4.2663 -0.01
H 2.3012 -1.8577 2.7698 0.03
H 2.0498 -3.5787 2.9891 0.02
C 0.9220 -3.8239 0.4697 0.03
H 1.3392 -4.6815 1.0158 0.00
H 1.7671 -3.1733 0.1873 0.00
H 0.4649 -4.1927 -0.4564 0.00
C -2.2005 -3.5076 -0.0054 0.01
H -2.0341 -4.5941 0.0570 0.02
H -1.9535 -3.2009 -1.0301 0.03
H -3.2714 -3.3311 0.1547 0.00
C -3.7460 1.5079 -1.0252 0.00
C -4.9390 0.9257 -0.9699 0.00
C -5.3634 -0.3015 -1.7300 0.00
C -5.0918 -0.3385 -3.2611 0.00
C -3.8874 -1.1402 -3.6558 0.00
C -2.8690 -1.4162 -2.8203 0.00
C -2.4176 -0.5768 -1.6543 0.01
C -2.5589 0.9543 -1.7771 -0.02
H -6.4547 -0.3222 -1.6340 0.00
H -5.0595 0.6880 -3.6522 0.00
H -5.0110 -1.2229 -1.2316 0.00
H -2.6021 1.2403 -2.8348 0.00
H -3.5679 2.4770 -0.5327 0.00
H -5.7502 1.4532 -0.4438 0.00
H -1.6570 1.4603 -1.3754 0.01
H -2.8949 -0.9387 -0.7284 0.01
H -2.1820 -2.2615 -3.0292 0.00
H -1.3344 -0.7663 -1.4956 -0.01
H -5.9557 -0.8084 -3.7544 0.00
H -3.8458 -1.4488 -4.7236 0.00
P 0.2211 0.9534 -3.7614 0.00
C 0.0333 2.5655 -4.6634 0.00
C -0.6447 0.0354 -5.1384 0.00
P 2.4900 -0.8805 -3.1110 0.01
C 1.9363 0.4785 -4.2674 0.00
C 1.5729 -2.3460 -3.7653 0.00
C 4.1401 -1.1868 -3.8087 0.00
H 0.8629 3.2467 -4.4430 0.00
H -0.9057 3.0308 -4.3343 0.00
H -0.0265 2.4211 -5.7532 0.00
H -0.2984 0.4154 -6.1129 0.00
H -1.7283 0.2017 -5.0797 0.00
H -0.4648 -1.0444 -5.1096 0.00
H 4.1340 -1.0873 -4.9005 0.00
H 4.4581 -2.1950 -3.5242 0.00
H 4.8386 -0.4586 -3.3813 0.00
H 2.5804 1.3655 -4.1569 0.00
H 1.9702 0.1361 -5.3140 0.00
H 2.0662 -3.2409 -3.3584 0.00
H 1.6020 -2.3961 -4.8631 0.00
H 0.5250 -2.3780 -3.4323 0.00
C 0.0119 2.8296 0.8610 0.01
C 1.4799 3.1532 0.5482 0.00
C 1.6246 4.6006 0.0781 0.00
C 2.3713 2.8087 1.7283 0.00
C 3.2853 3.6968 2.2775 0.00
C 4.0012 3.3885 3.4399 0.00
C 3.7053 2.2153 4.1319 0.00
C 2.7897 1.3109 3.6171 0.00
C 2.2756 0.2168 4.5322 -0.02
C 3.4002 -0.6910 5.0318 0.00
C 1.5426 0.7716 5.7668 0.00
C 2.3393 1.4671 2.2476 -0.02
O 2.0092 0.4707 1.4669 0.00
H -0.3154 3.5076 1.6624 0.00
H -0.1438 1.8055 1.2366 0.00
H -0.6689 2.9929 0.0131 0.00
H 1.8579 2.5629 -0.3308 0.00
H 1.3350 5.2955 0.8782 0.00
H 2.6563 4.7987 -0.2398 0.00
H 0.9785 4.7719 -0.7930 0.00
H 3.4193 4.6643 1.7984 0.00
H 4.7631 4.0710 3.8107 0.00
H 4.1445 2.0155 5.1197 0.00
H 1.5581 -0.3403 3.9276 0.03
H 4.0668 -0.1267 5.6932 0.00
H 2.9990 -1.5405 5.5978 0.00
H 3.9878 -1.0759 4.1936 0.00
H 0.7117 1.4420 5.5076 0.00
H 1.1337 -0.0419 6.3837 0.00
H 2.2473 1.3387 6.3884 0.00
```

Its total charge is +1. The LUMO energy (spin up / spin down) comes out at -3.4687 / -3.3480 eV. The value obtained for the energy above the lowest of the compared OMol25 structures with the same formula, charge and spin is 12.7 kcal per mole. As for the multiplicity: 7. As for the HOMO energy (spin up / spin down): -9.047 / -9.060 eV. Its HOMO-LUMO gap (spin up / spin down) is 5.579 / 5.712 eV.

***

| no. | E_tot (Eh) |
| --- | --- |
| 1 | -403.529794 |
| 2 | -3277.997890 |
| 3 | -326.949507 |
| 4 | -266.538768 |
| 5 | -1030.902469 |
| 6 | -2836.278520 |